ORCA calculation (wB97M-V/def2-TZVPD) on a cluster of 3 separate species, C6H12NO in total.

Structure (ORCA input):
```
! RIJCOSX wB97M-V def2-TZVPD def2/J DEFGRID3
* xyz 1 1
C 1.749 -1.424 -0.089
C 0.339 -1.419 -0.233
C 2.173 -0.353 0.562
C -0.094 -0.276 0.318
C 0.927 1.737 0.008
C -2.455 -0.555 0.447
N 1.043 0.466 0.775
O -1.287 0.181 0.677
H 2.346 -2.146 -0.405
H -0.445 -2.095 -0.787
H 3.157 -0.037 0.909
H -1.941 0.419 -2.380
H -1.228 0.510 -1.946
H 1.210 1.501 -1.007
H -0.065 2.130 0.026
H 1.634 2.551 0.298
H -2.754 -0.412 -0.607
H -3.140 -0.063 1.060
H -2.243 -1.502 0.675
H 1.074 0.787 1.699
*
```

Formally, the Löwdin partial charges of the atoms, in units of the elementary charge, are as follows: 0.001 0.046 -0.018 -0.342 0.052 -0.017 -0.041 -0.045 0.088 0.185 0.157 0.096 0.058 0.117 0.101 0.136 0.075 0.099 0.062 0.190


ORCA calculation (wB97M-V/def2-TZVPD) on a cluster of 2 separate species, C9H14 in total.

SMILES string = Cc1ccccc1.CC

Structure (ORCA input):
```
! RIJCOSX wB97M-V def2-TZVPD def2/J DEFGRID3
* xyz 0 1
C -1.666 1.229 -2.207
C -0.860 1.538 -0.943
C -1.228 2.482 0.034
C -0.494 2.729 1.140
C 0.753 2.132 1.230
C 1.193 1.147 0.290
C 0.315 0.771 -0.692
H -2.718 1.552 -2.057
H -1.673 0.197 -2.463
H -1.186 1.636 -2.961
H -2.001 3.189 -0.227
H -0.992 3.210 2.058
H 1.509 2.439 1.895
H 2.153 0.798 0.262
H 0.430 -0.186 -1.122
C 1.371 -3.335 0.361
C 0.099 -2.901 1.061
H 1.182 -4.143 -0.187
H 1.619 -2.600 -0.312
H 2.294 -3.689 0.975
H 0.639 -2.581 1.922
H -0.211 -1.919 0.578
H -0.529 -3.696 1.365
*
```

Formally, the Löwdin partial charges of the atoms, in units of the elementary charge, are as follows: -0.031 -0.219 -0.086 -0.116 -0.078 -0.070 -0.069 0.096 0.068 0.020 0.108 0.137 0.080 0.073 0.086 -0.180 -0.140 0.004 0.024 0.112 0.045 0.081 0.054


ORCA calculation (wB97M-V/def2-TZVPD) on a cluster of 6 separate species, C30H30FO10 in total.

Structure (ORCA input):
```
! RIJCOSX wB97M-V def2-TZVPD def2/J DEFGRID3
* xyz -1 1
F -0.284 0.862 0.015
C -0.776 -1.205 2.752
C -1.281 -2.327 3.390
C -0.615 -2.807 4.520
C 0.567 -2.212 4.919
C 1.106 -1.120 4.258
C 0.425 -0.631 3.141
O 0.901 0.419 2.438
O -1.083 -3.923 5.159
H -1.331 -0.798 1.918
H -2.163 -2.786 2.958
H 1.117 -2.725 5.701
H 2.002 -0.656 4.643
H 0.517 0.573 1.553
H -1.951 -4.230 4.910
C 3.175 -0.554 0.090
C 3.916 -0.403 1.243
C 5.155 -1.050 1.376
C 5.698 -1.690 0.277
C 4.966 -1.843 -0.891
C 3.717 -1.275 -0.973
O 3.010 -1.411 -2.142
O 5.881 -1.049 2.548
H 2.179 -0.134 0.019
H 3.516 0.068 2.137
H 6.709 -2.080 0.313
H 5.407 -2.401 -1.705
H 2.069 -1.243 -1.948
H 5.495 -0.362 3.108
C -0.116 -2.033 -3.814
C -0.717 -1.941 -5.077
C -1.589 -0.905 -5.395
C -1.719 0.175 -4.519
C -1.124 0.083 -3.276
C -0.307 -0.983 -2.941
O 0.261 -1.021 -1.703
O -2.123 -0.903 -6.650
H 0.488 -2.889 -3.551
H -0.590 -2.755 -5.780
H -2.356 0.999 -4.817
H -1.183 0.875 -2.535
H -0.033 -0.330 -1.064
H -2.588 -0.111 -6.919
C -0.330 5.711 0.361
C 0.638 6.610 0.804
C 1.791 6.169 1.467
C 1.920 4.811 1.719
C 0.999 3.900 1.231
C -0.088 4.352 0.471
O -0.911 3.444 -0.097
O 2.758 6.979 2.006
H -1.223 6.130 -0.081
H 0.427 7.657 0.619
H 2.738 4.464 2.338
H 1.047 2.823 1.317
H -0.684 2.514 0.137
H 2.450 7.835 2.306
C -4.925 -0.500 -0.567
C -5.428 -1.619 -1.227
C -4.608 -2.683 -1.484
C -3.233 -2.643 -1.217
C -2.761 -1.539 -0.534
C -3.571 -0.435 -0.229
O -3.077 0.652 0.403
O -5.205 -3.850 -1.931
H -5.536 0.367 -0.351
H -6.493 -1.665 -1.409
H -2.592 -3.495 -1.389
H -1.723 -1.481 -0.218
H -2.102 0.623 0.336
H -4.626 -4.396 -2.468
*
```

Formally, the Löwdin partial charges of the atoms, in units of the elementary charge, are as follows: -0.424 -0.008 -0.012 -0.337 -0.036 -0.009 -0.321 0.012 0.025 0.090 0.112 0.114 0.109 0.045 0.091 0.004 -0.013 -0.328 -0.035 -0.025 -0.319 0.023 0.021 0.100 0.102 0.110 0.113 0.054 0.095 -0.004 -0.018 -0.337 -0.012 -0.007 -0.333 -0.021 0.026 0.118 0.110 0.112 0.123 0.043 0.094 -0.028 -0.038 -0.340 -0.020 0.004 -0.331 0.031 0.016 0.109 0.102 0.115 0.099 0.049 0.093 -0.010 -0.034 -0.334 -0.005 -0.028 -0.326 0.039 0.011 0.112 0.112 0.117 0.097 0.050 0.092


Number 1: DFT total energy -365.4250 Eh. Number 2: DFT total energy -351.2380 Eh. Number 3: DFT total energy -2013.5799 Eh.